Entry 1:
{"formula": "C6H6FN3O4", "method": "ωB97M-V/def2-TZVPD", "smiles": "O=[N+]([O-])C(F)(Cn1cccc1)[N+](=O)[O-]", "spin_multiplicity": 1, "e_lumo_ev": -1.14, "orbital_gap_ha": 0.289, "symbols": ["N", "C", "H", "C", "H", "C", "F", "H", "N", "O", "H", "H", "C", "N", "O", "C", "C", "O", "H", "O"], "xyz": [[0.433, -0.391, -0.812], [1.630, 0.012, -0.288], [3.677, -0.873, -0.395], [1.914, -1.922, -1.421], [2.440, -2.755, -2.016], [-1.510, 0.434, 1.024], [-1.998, -0.669, 1.567], [1.882, 0.980, 0.086], [-2.513, 1.537, 0.976], [-0.226, 0.319, 2.949], [-0.726, 1.446, -0.969], [-1.490, -0.202, -1.319], [0.602, -1.649, -1.415], [-0.363, 0.918, 1.890], [0.252, 1.823, 1.464], [2.602, -0.929, -0.673], [-0.744, 0.292, -0.687], [-2.213, 2.462, 0.266], [-0.172, -2.239, -1.964], [-3.475, 1.406, 1.738]], "forces_ev_per_angstrom": [[0.6, -1.1, 0.7], [2.7, -1.5, -1.3], [-1.1, -0.1, -0.5], [2.4, -1.9, -0.8], [-1.2, 1.3, 1.3], [2.0, -1.3, -2.9], [-0.1, 0.5, -0.5], [-0.6, 0.3, 0.4], [-0.9, -0.5, 1.7], [0.3, 0.7, -1.0], [0.3, -2.6, 0.8], [-0.2, 0.2, 0.5], [-1.3, 0.1, -1.1], [-1.7, -2.1, 2.1], [1.4, 1.9, -0.5], [-0.5, 1.3, 0.9], [-3.1, 3.0, 0.9], [-0.7, 0.4, 0.0], [0.4, 1.1, 0.9], [1.1, 0.5, -1.5]], "lowdin_charge": [-0.15, -0.09, 0.11, -0.13, 0.13, -0.23, 0.14, 0.11, -0.31, 0.13, 0.16, 0.12, -0.09, -0.34, 0.11, -0.07, 0.01, 0.11, 0.14, 0.12]}



Entry 2:
{"formula": "C6H6FNO2", "method": "ωB97M-V/def2-TZVPD", "smiles": "O=NO[C@H]1C=C(F)C=CC1", "spin_multiplicity": 1, "e_lumo_ev": 0.13, "orbital_gap_ha": 0.335, "e_above_lowest_kj_mol": 214.5, "symbols": ["F", "H", "O", "C", "C", "H", "N", "H", "H", "C", "C", "H", "C", "H", "C", "O"], "xyz": [[0.862, 2.379, 1.456], [-1.323, 2.282, 0.328], [1.040, 0.206, -3.027], [-1.501, 0.197, -0.064], [0.364, 1.222, 0.950], [-1.190, -1.446, 1.222], [0.729, 0.125, -1.913], [-2.378, 0.167, -0.742], [2.108, 0.229, 1.480], [0.709, -1.033, 0.123], [-0.819, -1.046, 0.188], [-1.039, -1.810, -0.553], [1.215, 0.184, 0.791], [1.026, -1.958, 0.619], [-0.940, 1.328, 0.326], [1.139, -1.026, -1.182]], "forces_ev_per_angstrom": [[-0.4, -0.3, 0.3], [-1.1, 1.9, -0.6], [0.7, -1.5, 0.3], [-1.3, 1.1, -1.7], [1.4, -0.2, -1.0], [0.8, 0.5, -1.6], [-1.1, 1.6, 1.2], [0.3, 0.2, 1.0], [-0.6, -0.2, -1.5], [-1.4, 0.9, 2.0], [0.1, -2.8, 1.4], [-0.7, -0.2, 0.0], [0.2, 1.4, 3.2], [0.4, 0.2, -0.5], [1.1, -1.1, 1.2], [1.7, -1.5, -3.7]], "lowdin_charge": [0.05, 0.09, 0.11, -0.11, -0.26, 0.17, -0.01, 0.13, 0.14, -0.38, -0.16, 0.12, 0.02, 0.16, -0.03, -0.05]}



Entry 3:
{"formula": "C6H6FOPS", "method": "ωB97M-V/def2-TZVPD", "spin_multiplicity": 1, "e_lumo_ev": [-2.83, -2.74], "orbital_gap_ha": [0.244, 0.246], "e_above_lowest_kj_mol": 253.2, "symbols": ["P", "C", "H", "S", "C", "C", "H", "F", "O", "H", "C", "H", "H", "C", "C", "H"], "xyz": [[-2.022, 1.241, -0.150], [1.924, -1.159, 0.069], [-1.405, -1.475, 0.472], [-3.372, -2.221, -0.232], [-0.434, 0.269, 0.010], [0.752, -1.710, 0.498], [2.833, 0.522, -0.631], [-2.303, 1.269, 1.466], [-1.289, 2.706, -0.386], [0.855, -2.662, 0.806], [1.964, 0.133, -0.299], [0.927, 1.929, -0.570], [-1.533, 3.119, -1.158], [-0.461, -1.052, 0.343], [0.806, 0.836, -0.310], [2.760, -1.746, 0.073]], "forces_ev_per_angstrom": [[1.3, -0.1, 1.0], [-1.3, 0.0, 0.8], [-1.1, -1.1, 0.7], [-0.3, -0.1, -0.1], [-0.1, 1.6, -1.0], [-0.9, 1.5, -1.2], [2.7, 1.6, -0.9], [0.0, 0.4, -1.1], [0.5, -2.0, 3.1], [-0.4, -3.3, 1.1], [-1.6, -0.5, 0.0], [-0.7, -1.4, 0.3], [-1.2, 1.6, -2.7], [1.6, 0.3, 0.3], [-0.6, 3.0, -0.3], [2.2, -1.4, 0.1]], "lowdin_charge": [0.90, -0.08, -0.09, 0.18, -0.34, -0.05, 0.08, -0.29, -0.27, 0.07, -0.09, 0.12, 0.00, -0.15, -0.09, 0.09]}